95
Properties=species:S:1:pos:R:3 method="wB97M-V/def2-TZVPD" mol_weight_g_mol=573.73 lumo_ev=0.61 spin_multiplicity=1
C 0.869 -1.563 2.370
C -0.618 -1.456 1.978
C -1.203 -0.044 2.046
C -0.318 0.998 1.365
C -0.459 0.999 -0.157
C -1.905 1.179 -0.634
C -2.073 1.917 -1.972
C -1.030 1.572 -3.044
P -1.503 0.036 -3.934
F -0.349 -0.987 -3.461
C -0.815 0.439 -5.610
O 0.601 0.415 -5.616
C 1.148 -0.590 -6.440
H 1.072 -2.486 2.910
H 1.152 -0.732 3.014
H 1.495 -1.558 1.476
H -0.788 -1.879 0.985
H -1.180 -2.096 2.663
H -2.180 -0.074 1.562
H -1.399 0.232 3.085
H 0.725 0.864 1.631
H -0.583 1.994 1.736
H 0.144 1.821 -0.552
H -0.035 0.077 -0.569
H -2.418 1.763 0.137
H -2.429 0.221 -0.663
H -3.047 1.619 -2.375
H -2.128 2.994 -1.801
H -0.015 1.514 -2.654
H -1.021 2.362 -3.801
H -1.152 1.441 -5.889
H -1.227 -0.265 -6.338
H 2.219 -0.608 -6.257
H 0.733 -1.574 -6.204
H 0.966 -0.380 -7.499
C 2.442 3.516 0.454
O 2.350 2.537 1.169
N 2.262 4.781 0.875
C 2.369 5.916 -0.018
C 1.942 5.001 2.276
H 2.673 3.446 -0.624
H 3.157 6.594 0.315
H 1.426 6.465 -0.055
H 2.609 5.569 -1.021
H 2.737 4.612 2.912
H 1.017 4.487 2.539
H 1.824 6.067 2.451
C 2.522 -4.695 3.953
O 1.594 -4.190 4.554
N 3.774 -4.800 4.436
C 4.851 -5.393 3.671
C 4.045 -4.286 5.768
H 2.417 -5.101 2.931
H 5.263 -6.259 4.193
H 5.651 -4.667 3.509
H 4.475 -5.717 2.703
H 3.426 -4.798 6.505
H 3.816 -3.221 5.816
H 5.095 -4.440 6.003
C 6.147 -2.074 1.074
O 6.609 -1.825 2.171
N 5.112 -1.425 0.510
C 4.601 -1.784 -0.796
C 4.482 -0.332 1.237
H 6.546 -2.882 0.435
H 4.678 -0.939 -1.484
H 3.553 -2.082 -0.729
H 5.177 -2.615 -1.199
H 5.207 0.455 1.439
H 4.090 -0.685 2.191
H 3.666 0.075 0.645
C -3.692 -3.156 0.016
O -3.560 -1.982 0.297
N -3.563 -3.648 -1.232
C -3.725 -5.055 -1.528
C -3.246 -2.720 -2.306
H -3.921 -3.928 0.770
H -2.808 -5.467 -1.955
H -4.540 -5.209 -2.239
H -3.955 -5.597 -0.613
H -2.298 -2.217 -2.110
H -4.018 -1.956 -2.392
H -3.174 -3.269 -3.243
C -5.393 5.444 0.113
O -4.259 5.800 -0.139
N -5.982 4.352 -0.413
C -7.338 3.969 -0.082
C -5.214 3.541 -1.341
H -6.048 5.997 0.808
H -7.356 2.977 0.375
H -7.963 3.953 -0.977
H -7.758 4.684 0.623
H -4.313 3.169 -0.854
H -4.909 4.140 -2.200
H -5.817 2.701 -1.678

=====

53
Properties=species:S:1:pos:R:3 method="wB97M-V/def2-TZVPD" charge=-2 s_squared=2.0114 mol_weight_g_mol=877.94 de_lowest_ev=0.3603 lumo_ev="3.79 / 3.79" spin_multiplicity=3
Pt -0.056 0.344 -0.609
C 0.322 0.379 3.732
C 0.706 0.194 2.277
O -0.201 0.484 1.476
C 2.035 -0.256 1.939
C 3.049 -0.136 2.921
C 4.351 -0.476 2.676
C 4.686 -0.985 1.399
C 3.741 -1.152 0.432
C 2.365 -0.807 0.652
O 1.531 -1.058 -0.267
H -0.762 0.436 3.783
H 0.738 1.314 4.112
H 0.689 -0.435 4.355
H 2.794 0.268 3.894
H 5.109 -0.344 3.437
H 5.719 -1.235 1.177
H 3.992 -1.526 -0.552
Br -6.101 -5.441 -1.903
C -4.711 -4.725 -0.802
C -4.278 -5.469 0.283
C -3.265 -4.946 1.074
C -2.701 -3.714 0.774
C -3.158 -2.977 -0.311
C -4.177 -3.488 -1.107
C -2.573 -1.599 -0.637
O -3.266 -0.838 -1.310
O -1.435 -1.409 -0.108
H -4.720 -6.433 0.498
H -2.908 -5.514 1.926
H -1.887 -3.306 1.358
H -4.533 -2.895 -1.938
F 1.199 6.703 -0.979
C 0.533 5.506 -0.959
C -0.024 5.081 0.227
C -0.696 3.865 0.237
C -0.822 3.090 -0.916
C -1.483 1.754 -0.874
C -0.229 3.560 -2.089
C 0.453 4.766 -2.119
H 0.083 5.684 1.120
H -1.124 3.497 1.163
H -1.995 1.506 -1.802
H -2.187 1.682 -0.042
H -0.246 2.932 -2.972
H 0.951 5.108 -3.016
F 2.165 2.131 -3.617
Te 2.096 0.315 -2.972
F 2.012 1.547 -1.103
F 1.681 0.075 -4.811
F 2.306 -1.638 -3.105
F 4.025 0.300 -3.403
O 0.209 0.278 -2.601

=====

49
Properties=species:S:1:pos:R:3 method="wB97M-V/def2-TZVPD" s_squared=8.7677 mol_weight_g_mol=453.34 de_lowest_ev=1.1921 lumo_ev="0.38 / -0.02" spin_multiplicity=6
Mn 0.004 -0.003 -0.062
C 2.798 -3.714 1.717
C 2.702 -3.508 0.348
C 2.645 -2.222 -0.166
C 2.718 -1.122 0.688
C 2.811 -1.338 2.066
C 2.857 -2.626 2.577
P 2.498 0.478 -0.191
C 4.257 0.946 -0.458
C 4.651 1.450 -1.696
C 5.960 1.856 -1.914
C 6.892 1.774 -0.887
C 6.510 1.272 0.349
C 5.203 0.853 0.558
C 1.724 2.072 0.226
C 2.417 3.250 0.519
C 1.681 4.400 0.749
C 0.290 4.364 0.736
C -0.383 3.170 0.502
C 0.317 1.997 0.234
H 2.819 -4.721 2.114
H 2.651 -4.353 -0.326
H 2.551 -2.064 -1.233
H 2.840 -0.493 2.744
H 2.933 -2.781 3.646
H 3.923 1.526 -2.495
H 6.253 2.234 -2.885
H 7.911 2.099 -1.051
H 7.231 1.208 1.155
H 4.923 0.459 1.528
H 3.500 3.277 0.542
H 2.193 5.333 0.951
H -0.268 5.275 0.917
H -1.467 3.160 0.527
O -2.132 -0.227 -0.101
N -2.571 -1.419 -0.194
N -1.667 -2.306 -0.241
O -0.374 -2.042 -0.200
C -2.052 -3.696 -0.364
C -3.393 -4.054 -0.385
C -3.713 -5.395 -0.511
C -2.714 -6.355 -0.615
C -1.383 -5.971 -0.591
C -1.039 -4.630 -0.464
H -4.160 -3.299 -0.307
H -4.754 -5.691 -0.528
H -2.975 -7.401 -0.712
H -0.600 -6.713 -0.673
H -0.011 -4.304 -0.438

=====

13
Properties=species:S:1:pos:R:3 method="wB97M-V/def2-TZVPD" charge=+1 s_squared=6.0079 mol_weight_g_mol=186.91 lumo_ev="-6.74 / -7.05" spin_multiplicity=5
O -0.997 -3.274 0.903
C -0.306 -2.320 0.774
C -0.002 -0.298 -0.669
C -0.652 1.039 -1.004
O -0.009 2.015 -0.182
C 0.737 1.518 0.789
O 0.910 0.188 0.589
O 1.153 2.137 1.720
O -0.861 -1.253 -0.276
H 0.734 -0.655 -1.405
H -1.720 1.018 -0.764
H -0.483 1.317 -2.049
Fe 1.496 -1.434 1.573

=====

42
Properties=species:S:1:pos:R:3 method="wB97M-V/def2-TZVPD" charge=-1 mol_weight_g_mol=296.17 lumo_ev=0.85 spin_multiplicity=1
C 3.084 -2.187 -0.440
C 3.402 -0.651 -0.408
C 2.137 0.282 -0.496
C 1.107 -0.152 -1.579
C 1.506 0.575 0.909
C 0.187 1.417 0.826
C -1.088 0.789 1.458
C -1.193 -0.762 1.374
B -2.122 -1.294 0.147
O -2.551 -2.653 0.252
O -2.492 -0.495 -0.924
C -3.938 -0.428 -0.968
N 0.129 -1.489 1.343
C 1.290 -0.681 1.794
H 2.019 -2.439 -0.570
H 3.713 -2.732 -1.168
H 3.378 -2.605 0.551
H 3.957 -0.431 0.528
H 4.089 -0.378 -1.232
H 2.535 1.261 -0.835
H 0.336 0.613 -1.806
H 0.599 -1.123 -1.386
H 1.679 -0.294 -2.522
H 2.261 1.187 1.447
H 0.378 2.352 1.388
H -0.062 1.757 -0.201
H -1.249 1.165 2.490
H -1.949 1.189 0.871
H -1.720 -1.099 2.299
H -2.667 -2.850 1.181
H -4.396 -1.434 -1.065
H -4.226 0.161 -1.853
H -4.339 0.044 -0.050
H 0.299 -1.927 0.434
H 0.054 -2.274 1.989
H 2.191 -1.313 1.924
H 1.044 -0.326 2.818
O -0.526 4.583 -0.832
S -1.479 3.855 -1.708
O -2.278 4.812 -2.504
O -2.384 3.023 -0.859
O -0.715 2.952 -2.616

=====

86
Properties=species:S:1:pos:R:3 method="wB97M-V/def2-TZVPD" mol_weight_g_mol=604.79 de_lowest_ev=0.8741 lumo_ev=-0.09 spin_multiplicity=1
C 5.307 4.048 2.521
C 5.788 2.683 2.997
C 4.565 1.896 3.566
N 3.421 2.809 3.337
C 2.148 2.552 3.668
C 1.681 1.458 4.429
C 0.325 1.187 4.555
C -0.682 1.944 3.922
C -2.132 1.459 4.024
C -2.844 1.524 2.698
C -2.089 1.441 1.474
C -2.678 1.622 0.216
C -4.091 1.678 0.046
N -4.614 1.820 -1.185
C -6.054 1.924 -1.451
C -6.166 2.098 -2.972
C -4.771 1.929 -3.580
C -3.782 1.751 -2.404
C -4.845 1.549 1.233
C -4.234 1.550 2.497
C -0.224 3.075 3.212
C 1.128 3.322 3.045
C 3.733 3.990 2.602
H 5.703 4.863 3.178
H 5.534 4.288 1.466
H 6.145 2.077 2.135
H 6.588 2.789 3.733
H 4.378 0.927 3.066
H 4.739 1.711 4.641
H 2.407 0.844 4.943
H 0.013 0.334 5.218
H -2.061 0.320 4.381
H -1.019 1.324 1.532
H -2.032 1.775 -0.644
H -6.542 0.996 -1.125
H -6.524 2.747 -0.900
H -6.859 1.333 -3.360
H -6.593 3.088 -3.230
H -4.720 1.010 -4.196
H -4.450 2.791 -4.183
H -3.039 2.566 -2.415
H -3.235 0.785 -2.414
H -5.930 1.579 1.155
H -4.944 1.654 3.294
H -0.913 3.791 2.795
H 1.455 4.155 2.385
H 3.357 4.875 3.132
H 3.304 3.985 1.591
C -5.043 5.566 5.521
C -3.888 5.303 4.763
C -3.214 4.087 4.929
C -3.825 2.994 5.592
C -3.168 1.656 5.447
C -4.346 0.574 5.312
C -4.146 -0.879 5.636
C -5.258 -1.446 6.299
C -5.206 -2.803 6.720
C -4.272 -3.686 6.125
C -3.269 -3.106 5.350
C -3.107 -1.708 5.234
O -5.526 0.874 4.949
C -2.414 1.261 6.710
C -2.637 1.943 8.064
C -2.131 3.222 8.237
C -2.277 3.923 9.442
C -2.974 3.345 10.534
C -3.449 2.028 10.378
C -3.313 1.353 9.125
O -1.590 0.342 6.698
C -5.025 3.213 6.258
C -5.531 4.531 6.360
H -5.562 6.545 5.498
H -3.570 6.112 4.096
H -2.240 4.011 4.465
H -6.145 -0.770 6.456
H -5.869 -3.291 7.465
H -4.272 -4.801 6.328
H -2.525 -3.727 4.840
H -2.231 -1.238 4.801
H -1.559 3.629 7.378
H -1.911 4.939 9.526
H -3.131 3.927 11.457
H -3.971 1.593 11.222
H -3.739 0.341 9.001
H -5.513 2.327 6.725
H -6.330 4.711 7.085

=====

76
Properties=species:S:1:pos:R:3 method="wB97M-V/def2-TZVPD" charge=+1 mol_weight_g_mol=572.53 lumo_ev=-5.20 spin_multiplicity=1
C -7.359 -0.815 2.010
C -7.617 -0.079 1.081
C -8.020 0.470 -0.303
N -7.597 -0.457 -1.410
C -8.205 -1.806 -1.166
C -8.739 -2.497 -2.480
F -7.726 -3.242 -3.102
C -6.248 -0.496 -1.546
N -5.579 0.702 -1.669
N -5.474 -1.701 -1.566
P -4.891 -1.897 -3.238
S -6.046 -0.949 -4.493
H -6.883 -1.523 2.708
H -7.567 1.481 -0.380
H -9.125 0.595 -0.399
H -9.125 -1.644 -0.545
H -7.547 -2.509 -0.610
H -9.516 -3.231 -2.136
H -9.248 -1.771 -3.162
H -5.538 1.164 -2.579
H -5.065 1.079 -0.874
H -4.612 -1.467 -1.040
H -3.570 -1.378 -3.377
H -4.789 -3.289 -3.544
O 0.805 -3.936 0.042
P 1.152 -3.361 -1.307
O 1.060 -1.749 -0.956
C 1.916 -1.201 0.041
C 3.323 -1.000 -0.484
O -0.318 -3.547 -2.033
C -1.276 -4.463 -1.524
C -2.238 -3.759 -0.587
O 1.732 -3.001 -2.848
C 3.071 -3.363 -3.199
C 3.515 -4.687 -2.614
H 1.922 -1.829 0.936
H 1.494 -0.235 0.326
H 3.811 -1.965 -0.657
H 3.929 -0.440 0.231
H 3.312 -0.460 -1.433
H -0.793 -5.312 -1.040
H -1.830 -4.861 -2.379
H -1.717 -3.225 0.209
H -2.926 -4.474 -0.130
H -2.823 -3.015 -1.137
H 3.752 -2.561 -2.903
H 3.107 -3.421 -4.289
H 3.570 -4.638 -1.519
H 4.505 -4.955 -2.985
H 2.813 -5.482 -2.875
O 5.960 5.101 1.613
P 4.997 4.198 2.341
O 6.105 3.229 3.096
C 7.041 3.804 3.998
C 6.405 4.105 5.342
O 4.596 3.204 1.093
C 4.776 3.616 -0.258
C 6.115 3.135 -0.786
O 3.772 3.408 3.206
C 3.023 4.131 4.183
C 2.739 5.567 3.792
H 7.489 4.704 3.571
H 7.841 3.073 4.132
H 5.686 4.926 5.253
H 7.162 4.400 6.072
H 5.869 3.234 5.723
H 4.666 4.697 -0.357
H 3.974 3.163 -0.847
H 6.943 3.445 -0.149
H 6.291 3.519 -1.794
H 6.136 2.044 -0.822
H 3.543 4.088 5.144
H 2.077 3.600 4.312
H 3.664 6.152 3.735
H 2.090 6.042 4.530
H 2.256 5.615 2.813

=====

18
Properties=species:S:1:pos:R:3 method="wB97M-V/def2-TZVPD" mol_weight_g_mol=88.15 de_lowest_ev=1.3500 lumo_ev=1.06 spin_multiplicity=1
C 1.185 -0.265 1.410
C 0.121 -0.572 0.305
C -0.826 0.670 0.180
C -1.730 0.445 -1.020
N -1.204 1.033 -2.271
N 2.321 -1.213 1.499
H 1.686 0.672 1.268
H 0.641 -0.339 2.361
H 0.596 -0.603 -0.758
H -0.344 -1.566 0.290
H -0.454 1.681 0.011
H -1.327 0.685 1.161
H -2.089 -0.589 -1.254
H -2.783 0.757 -0.898
H -0.531 0.322 -2.608
H -0.554 1.795 -2.086
H 2.014 -2.099 1.879
H 2.801 -1.408 0.632

=====

What did the fifth record say?
42
Properties=species:S:1:pos:R:3 method="wB97M-V/def2-TZVPD" charge=-1 mol_weight_g_mol=296.17 lumo_ev=0.85 spin_multiplicity=1
C 3.084 -2.187 -0.440
C 3.402 -0.651 -0.408
C 2.137 0.282 -0.496
C 1.107 -0.152 -1.579
C 1.506 0.575 0.909
C 0.187 1.417 0.826
C -1.088 0.789 1.458
C -1.193 -0.762 1.374
B -2.122 -1.294 0.147
O -2.551 -2.653 0.252
O -2.492 -0.495 -0.924
C -3.938 -0.428 -0.968
N 0.129 -1.489 1.343
C 1.290 -0.681 1.794
H 2.019 -2.439 -0.570
H 3.713 -2.732 -1.168
H 3.378 -2.605 0.551
H 3.957 -0.431 0.528
H 4.089 -0.378 -1.232
H 2.535 1.261 -0.835
H 0.336 0.613 -1.806
H 0.599 -1.123 -1.386
H 1.679 -0.294 -2.522
H 2.261 1.187 1.447
H 0.378 2.352 1.388
H -0.062 1.757 -0.201
H -1.249 1.165 2.490
H -1.949 1.189 0.871
H -1.720 -1.099 2.299
H -2.667 -2.850 1.181
H -4.396 -1.434 -1.065
H -4.226 0.161 -1.853
H -4.339 0.044 -0.050
H 0.299 -1.927 0.434
H 0.054 -2.274 1.989
H 2.191 -1.313 1.924
H 1.044 -0.326 2.818
O -0.526 4.583 -0.832
S -1.479 3.855 -1.708
O -2.278 4.812 -2.504
O -2.384 3.023 -0.859
O -0.715 2.952 -2.616

=====

Copy entry 4 word for word.
13
Properties=species:S:1:pos:R:3 method="wB97M-V/def2-TZVPD" charge=+1 s_squared=6.0079 mol_weight_g_mol=186.91 lumo_ev="-6.74 / -7.05" spin_multiplicity=5
O -0.997 -3.274 0.903
C -0.306 -2.320 0.774
C -0.002 -0.298 -0.669
C -0.652 1.039 -1.004
O -0.009 2.015 -0.182
C 0.737 1.518 0.789
O 0.910 0.188 0.589
O 1.153 2.137 1.720
O -0.861 -1.253 -0.276
H 0.734 -0.655 -1.405
H -1.720 1.018 -0.764
H -0.483 1.317 -2.049
Fe 1.496 -1.434 1.573